Density functional theory data (ωB97M-V/def2-TZVPD) for a molecular structure, C13H24CaF9N5O6S3.

Kohn-Sham gap (eV): 9.156
Energy relative to the best compared isomer or geometry (same formula, charge and spin) (eV): 0.000
Lowest unoccupied orbital energy (eV): 0.2728

Geometry (Å):
Ca 0.3415 0.0650 -0.1757
C 0.9043 1.5196 2.7435
N 1.7790 1.1027 1.6425
C 2.5484 2.2648 1.1817
C 2.7086 0.0517 2.0803
C 1.9903 -1.2214 2.4838
N 1.2257 -1.8159 1.3768
C 2.1192 -2.6395 0.5462
C 0.1800 -2.6842 1.9302
H 1.4832 1.7138 3.6568
H 0.1483 0.7623 2.9573
H 0.3904 2.4309 2.4467
H 3.1396 2.6948 2.0013
H 1.8657 3.0239 0.8021
H 3.2237 1.9608 0.3840
H 3.3053 0.4091 2.9329
H 3.3952 -0.1457 1.2559
H 1.2997 -1.0135 3.3018
H 2.7251 -1.9419 2.8681
H 2.5633 -3.4454 1.1452
H 2.9165 -2.0334 0.1214
H 1.5538 -3.0780 -0.2729
H 0.6159 -3.4558 2.5790
H -0.3576 -3.1693 1.1207
H -0.5307 -2.0918 2.5057
F 3.8942 2.5585 -2.3790
C 3.5950 1.5808 -3.2327
F 3.1229 2.1078 -4.3496
F 4.6904 0.8853 -3.4955
S 2.3287 0.5097 -2.4341
O 1.1728 1.3540 -2.1778
O 2.9312 0.0057 -1.2145
N 2.1354 -0.5599 -3.5599
S 1.0150 -1.6574 -3.3313
O 0.4510 -1.5796 -1.9885
O 1.4027 -2.9327 -3.8218
C -0.3531 -1.0941 -4.4353
F -1.3182 -2.0036 -4.4355
F -0.8481 0.0639 -4.0059
F 0.1003 -0.9387 -5.6733
C -3.4339 1.5051 -1.5638
N -3.5059 1.7222 -0.1280
C -2.4751 2.1693 0.5906
S -1.0020 2.6562 -0.1294
N -2.6270 2.2333 1.9184
C -3.8376 1.8859 2.6413
H -4.4182 1.1930 -1.9051
H -2.7074 0.7308 -1.8164
H -3.1496 2.4268 -2.0656
H -4.1973 1.1765 0.3690
H -1.8391 2.6039 2.4179
H -4.0664 0.8264 2.5238
H -4.6808 2.4875 2.2923
H -3.6791 2.1038 3.6939
F -2.8175 -1.7798 -1.9194
C -2.9488 -2.3351 -0.6963
F -1.9682 -3.2532 -0.5760
F -4.1114 -2.9834 -0.6699
C -2.8407 -1.2367 0.4044
O -3.8249 -1.0412 1.1013
O -1.7236 -0.6543 0.4365

=====

Density functional theory data (ωB97M-V/def2-TZVPD) for a molecular structure, C29H26B2F4N7O8S2Ta at a distorted geometry.

Kohn-Sham gap (eV): 5.805
Energy relative to the best compared isomer or geometry (same formula, charge and spin) (eV): 1.664
Lowest unoccupied orbital energy (eV): -7.7206
Net charge: +2

Geometry (Å):
Ta -0.2528 -0.3240 1.4615
C 3.0245 1.3026 -1.1946
C 1.5698 0.8479 -1.3343
N 0.5862 1.4676 -0.3510
O 1.0492 2.7411 -0.0198
B 1.7194 2.9118 1.3383
F 2.8625 2.1419 1.4395
F 1.8924 4.2382 1.4882
O 0.7742 2.4201 2.3962
N 0.9908 1.1224 2.6557
C 1.4724 0.7783 3.7886
C 1.9139 1.6989 4.8574
C 1.6615 -0.6998 3.8448
N 1.0243 -1.3199 2.9135
O 1.3707 -2.6073 2.6582
B 2.1246 -2.6671 1.3570
F 3.0445 -1.6222 1.3114
F 2.5907 -3.9130 1.1876
O 1.1300 -2.4088 0.1811
N 0.9646 -1.0866 -0.1284
C 1.5600 -0.6569 -1.1742
C 2.3733 -1.5441 -2.0296
C 2.6441 -1.3317 4.7453
H 3.0844 2.3846 -1.1524
H 3.5673 0.9490 -2.0679
H 3.4742 0.8747 -0.3043
H 1.7088 2.7285 4.5832
H 2.9870 1.5782 5.0232
H 1.4091 1.4493 5.7934
H 1.9068 -2.5262 -2.0888
H 3.3425 -1.6869 -1.5375
H 2.5364 -1.1286 -3.0173
H 2.5883 -0.8931 5.7408
H 3.6461 -1.1318 4.3485
H 2.5008 -2.4069 4.7815
O -1.4069 1.0146 2.1928
C -2.3734 1.8828 1.8441
C -2.5379 3.0578 2.5626
C -3.5566 3.9182 2.2007
C -4.4312 3.6126 1.1532
C -4.2840 2.4358 0.4611
C -3.2335 1.5562 0.7797
C -3.1265 0.2782 0.1536
N -2.0913 -0.4901 0.2661
N -2.3026 -1.8150 -0.1504
C -1.7427 -2.6015 0.7095
O -1.0527 -2.0531 1.7397
C -1.7859 -4.0536 0.6276
C -2.5388 -4.6661 -0.3765
C -2.5624 -6.0446 -0.4627
C -1.8384 -6.8108 0.4450
C -1.0896 -6.2012 1.4409
C -1.0603 -4.8205 1.5374
H -1.8640 3.2828 3.3772
H -3.6850 4.8431 2.7477
H -5.2315 4.2955 0.9041
H -4.9724 2.1707 -0.3326
H -3.9711 -0.1310 -0.3971
H -3.1016 -4.0601 -1.0733
H -3.1467 -6.5275 -1.2342
H -1.8600 -7.8903 0.3730
H -0.5252 -6.8019 2.1411
H -0.4686 -4.3372 2.3023
O 2.3561 -0.0470 -4.6604
S 2.1162 1.2858 -4.2464
O 3.1507 2.2350 -4.0714
N 1.2123 1.1963 -2.6792
C 0.0225 1.7562 -2.7881
S -0.8321 1.8668 -1.3247
C -0.3487 2.1711 -4.1241
C -1.5415 2.7343 -4.5499
C -1.6514 3.0870 -5.8883
C -0.5940 2.8892 -6.7698
C 0.6120 2.3301 -6.3473
C 0.6980 1.9780 -5.0215
H -2.3637 2.8998 -3.8653
H -2.5698 3.5275 -6.2508
H -0.7040 3.1790 -7.8061
H 1.4360 2.1869 -7.0339

=====

Please write out number 1 again, unchanged.
Density functional theory data (ωB97M-V/def2-TZVPD) for a molecular structure, C13H24CaF9N5O6S3.

Kohn-Sham gap (eV): 9.156
Energy relative to the best compared isomer or geometry (same formula, charge and spin) (eV): 0.000
Lowest unoccupied orbital energy (eV): 0.2728

Geometry (Å):
Ca 0.3415 0.0650 -0.1757
C 0.9043 1.5196 2.7435
N 1.7790 1.1027 1.6425
C 2.5484 2.2648 1.1817
C 2.7086 0.0517 2.0803
C 1.9903 -1.2214 2.4838
N 1.2257 -1.8159 1.3768
C 2.1192 -2.6395 0.5462
C 0.1800 -2.6842 1.9302
H 1.4832 1.7138 3.6568
H 0.1483 0.7623 2.9573
H 0.3904 2.4309 2.4467
H 3.1396 2.6948 2.0013
H 1.8657 3.0239 0.8021
H 3.2237 1.9608 0.3840
H 3.3053 0.4091 2.9329
H 3.3952 -0.1457 1.2559
H 1.2997 -1.0135 3.3018
H 2.7251 -1.9419 2.8681
H 2.5633 -3.4454 1.1452
H 2.9165 -2.0334 0.1214
H 1.5538 -3.0780 -0.2729
H 0.6159 -3.4558 2.5790
H -0.3576 -3.1693 1.1207
H -0.5307 -2.0918 2.5057
F 3.8942 2.5585 -2.3790
C 3.5950 1.5808 -3.2327
F 3.1229 2.1078 -4.3496
F 4.6904 0.8853 -3.4955
S 2.3287 0.5097 -2.4341
O 1.1728 1.3540 -2.1778
O 2.9312 0.0057 -1.2145
N 2.1354 -0.5599 -3.5599
S 1.0150 -1.6574 -3.3313
O 0.4510 -1.5796 -1.9885
O 1.4027 -2.9327 -3.8218
C -0.3531 -1.0941 -4.4353
F -1.3182 -2.0036 -4.4355
F -0.8481 0.0639 -4.0059
F 0.1003 -0.9387 -5.6733
C -3.4339 1.5051 -1.5638
N -3.5059 1.7222 -0.1280
C -2.4751 2.1693 0.5906
S -1.0020 2.6562 -0.1294
N -2.6270 2.2333 1.9184
C -3.8376 1.8859 2.6413
H -4.4182 1.1930 -1.9051
H -2.7074 0.7308 -1.8164
H -3.1496 2.4268 -2.0656
H -4.1973 1.1765 0.3690
H -1.8391 2.6039 2.4179
H -4.0664 0.8264 2.5238
H -4.6808 2.4875 2.2923
H -3.6791 2.1038 3.6939
F -2.8175 -1.7798 -1.9194
C -2.9488 -2.3351 -0.6963
F -1.9682 -3.2532 -0.5760
F -4.1114 -2.9834 -0.6699
C -2.8407 -1.2367 0.4044
O -3.8249 -1.0412 1.1013
O -1.7236 -0.6543 0.4365